C23H34BrN3NiO2S | ωB97M-V with the def2-TZVPD basis set

Summary:
- Lowest unoccupied orbital energy (spin up / spin down): -6.854 / -8.858 eV
- Calculated total energy: -5691.373075 Ha
- Energy above the lowest of the compared OMol25 structures with the same formula, charge and spin: 0.00 kcal per mole

Geometry as ORCA input:
```
! wB97M-V def2-TZVPD RIJCOSX def2/J DEFGRID3
* xyz 2 3
C 7.6679 -1.5532 0.6290
O 7.1141 -0.6761 -0.3784
C 5.6798 -0.7345 -0.4562
C 5.0648 0.6399 -0.6006
C 3.6017 0.5078 -1.0422
C 2.8773 1.8561 -1.0316
C 1.3331 1.7017 -1.1411
C 0.7087 2.7100 -2.1242
C -0.1660 3.8176 -1.5030
C -1.6756 3.5582 -1.4462
C -2.1229 2.2066 -0.8725
C -2.2230 1.0829 -1.9022
C -3.2057 -0.0451 -1.5352
C -2.5332 -1.3956 -1.0969
C -2.9130 -1.6721 0.3215
C -2.4459 -0.8004 1.3232
C -2.7788 -0.9094 2.6685
C -2.3069 0.0544 3.6959
C -1.0117 0.7345 3.3652
N -0.9859 1.8899 2.8583
C -3.6538 -1.9947 3.0412
N -4.1058 -2.2524 4.2606
S -5.0407 -3.5738 4.1305
N -4.9080 -3.8564 2.5681
C -4.1103 -2.8973 2.0560
C -3.7639 -2.7770 0.6876
C -4.2789 -3.7608 -0.3019
C -3.1602 -4.5715 -0.9366
O -2.8734 -4.5524 -2.0577
Br -2.2346 -5.6927 0.3438
H 7.1855 -1.3990 1.5900
H 7.5569 -2.5859 0.3118
H 8.7288 -1.3308 0.7006
H 5.3584 -1.3708 -1.2788
H 5.2800 -1.1882 0.4503
H 5.5982 1.2049 -1.3740
H 5.1027 1.2045 0.3321
H 3.6029 0.1633 -2.0777
H 3.0794 -0.2423 -0.4480
H 3.2578 2.4334 -1.8694
H 3.0879 2.3708 -0.0948
H 1.1379 0.6763 -1.4597
H 0.9312 1.8062 -0.1338
H 0.1925 2.2041 -2.9364
H 1.5456 3.2191 -2.5981
H -0.0077 4.7125 -2.0984
H 0.1840 3.9797 -0.4834
H -2.0749 4.2935 -0.7470
H -2.1512 3.7499 -2.4066
H -3.0975 2.3184 -0.3991
H -1.4249 1.9685 -0.0669
H -1.2594 0.6432 -2.1534
H -2.5968 1.5252 -2.8251
H -3.8580 -0.2750 -2.3732
H -3.8536 0.2925 -0.7279
H -2.8143 -2.2091 -1.7464
H -1.4552 -1.2404 -1.0902
H -1.7977 0.0115 1.0224
H -2.1955 -0.4701 4.6452
H -3.0624 0.8300 3.8490
H -0.0875 0.1852 3.5626
H -0.0255 2.1912 2.7023
H -4.8900 -3.3084 -1.0814
H -4.9057 -4.4749 0.2292
Ni 8.1789 1.0668 -0.4487
*
```



C23H34N2O3 | ωB97M-V with the def2-TZVPD basis set

Summary:
- Lowest unoccupied orbital energy: 0.586 eV
- Calculated total energy: -1231.950441 Ha
- SMILES: CC[C@]1(C)C[C@H](C(=O)N2CC3(C[C@H](C(=O)N4[C@H]5CC=C[C@H]4CCC5)CO3)C2)C1
- Energy above the lowest of the compared OMol25 structures with the same formula, charge and spin: 95.08 kcal per mole

Geometry as ORCA input:
```
! wB97M-V def2-TZVPD RIJCOSX def2/J DEFGRID3
* xyz 0 1
C -5.8589 1.7793 3.4985
C -5.5164 0.4458 2.8400
C -4.0372 0.3047 2.4744
C -3.2500 -0.3108 3.6266
C -3.7105 -0.4408 1.1527
C -2.6303 0.6141 0.8410
C -2.5907 1.1428 -0.5712
O -3.6030 1.3301 -1.2308
N -1.3701 1.4391 -1.0591
C -0.0051 1.3966 -0.5400
C 0.4676 1.8407 -1.9596
C 1.2849 0.8168 -2.7256
C 2.7026 1.1552 -2.2384
C 2.9988 0.4363 -0.9194
O 3.0832 1.0275 0.1501
N 3.0760 -0.9034 -0.9922
C 3.2000 -1.8092 -2.0990
C 4.6965 -2.1736 -2.0672
C 5.4693 -1.9127 -0.9992
C 4.9128 -1.4790 0.3735
C 3.4289 -1.7465 0.1532
C 2.0943 -2.0302 0.8191
C 1.2830 -2.5551 -0.4411
C 2.1193 -2.9128 -1.7334
C 2.6230 2.6751 -2.0485
O 1.2289 3.0190 -2.0248
C -1.0120 2.0275 -2.3424
C -3.3246 1.5419 1.8719
H -6.9087 1.8130 3.7917
H -5.2610 1.9490 4.3973
H -5.6791 2.6123 2.8190
H -5.8096 -0.3828 3.4909
H -6.1137 0.3507 1.9286
H -2.1856 -0.3860 3.3926
H -3.3469 0.2868 4.5370
H -3.6207 -1.3156 3.8406
H -3.3865 -1.4797 1.2307
H -4.5214 -0.3552 0.4290
H -1.6408 0.3082 1.1806
H 0.2114 2.1396 0.2293
H 0.3298 0.4129 -0.2052
H 0.9758 -0.2085 -2.5221
H 1.1899 1.0084 -3.7968
H 3.4650 0.8834 -2.9692
H 2.9609 -1.3468 -3.0563
H 5.1418 -2.5783 -2.9689
H 6.5360 -2.0946 -1.0672
H 5.3451 -2.1135 1.1504
H 5.1466 -0.4408 0.6094
H 3.5614 -2.7389 -0.2617
H 2.1757 -2.7981 1.5893
H 1.6157 -1.1506 1.2500
H 0.7104 -3.4438 -0.1693
H 0.5489 -1.7989 -0.7222
H 1.4089 -3.0109 -2.5560
H 2.5978 -3.8884 -1.6278
H 3.0923 2.9657 -1.1101
H 3.0814 3.2142 -2.8778
H -1.3625 1.4657 -3.2098
H -1.3026 3.0749 -2.4400
H -4.0276 2.1950 1.3537
H -2.6882 2.1332 2.5312
*
```



C23H34N2O7S | ωB97M-V with the def2-TZVPD basis set

Summary:
- Lowest unoccupied orbital energy: -0.540 eV
- Calculated total energy: -1930.944090 Ha
- Energy above the lowest of the compared OMol25 structures with the same formula, charge and spin: 84.68 kcal per mole

Geometry as ORCA input:
```
! wB97M-V def2-TZVPD RIJCOSX def2/J DEFGRID3
* xyz 0 1
C 0.6782 3.1984 1.1239
C -0.1745 2.0157 0.4576
C 0.7673 0.9740 -0.2577
C 0.0336 -0.2805 -0.8406
C -1.1543 -0.8182 0.0223
C -0.7777 -1.2140 1.4800
C -2.0949 -1.5195 2.3097
C -2.7416 -0.1708 2.7588
C -2.5708 0.1748 4.2789
C -1.1689 -0.1530 4.8769
C -0.1397 1.0210 4.7147
O 0.8465 0.8075 5.7616
S 2.1049 1.8838 5.6695
O 1.6337 3.1202 4.9890
O 3.1705 1.0886 4.6331
H 1.5803 3.3993 0.4985
H 0.0674 4.1039 1.3101
H 1.0231 2.7818 2.0984
H -0.6373 1.4829 1.3165
H -0.9295 2.4699 -0.2163
H 1.2268 1.5107 -1.1192
H 1.5749 0.6923 0.4560
H 0.7894 -1.0932 -0.9456
H -0.3739 -0.1017 -1.8626
H -2.0058 -0.1080 -0.0463
H -1.5034 -1.7507 -0.4749
H -0.1270 -2.1220 1.4497
H -0.2232 -0.4300 2.0367
H -1.8160 -2.1937 3.1438
H -2.7468 -2.1147 1.6276
H -2.4284 0.6784 2.1128
H -3.8406 -0.2740 2.5828
H -3.3557 -0.3742 4.8478
H -2.8007 1.2611 4.3865
H -0.7268 -1.1086 4.5416
H -1.3099 -0.2528 5.9810
H 0.3224 0.9746 3.6999
H -0.6202 2.0163 4.7836
H 3.9781 0.9574 5.1428
C -0.8265 -7.2148 -0.8560
C -1.5134 -7.2887 -2.0622
C -1.8035 -6.1304 -2.7691
C -1.3959 -4.9054 -2.2584
C -0.7155 -4.8194 -1.0510
C -0.4318 -5.9823 -0.3490
N -1.6772 -3.6836 -3.0099
O -2.2898 -3.7863 -4.0514
O -1.2778 -2.6356 -2.5470
H -0.5970 -8.1216 -0.3094
H -1.8203 -8.2503 -2.4529
H -2.3382 -6.1955 -3.7067
H -0.4022 -3.8634 -0.6515
H 0.1004 -5.9287 0.5920
C 1.7280 4.2810 -6.3331
C 0.9459 3.7053 -5.3388
C 1.4291 3.6121 -4.0414
C 2.6954 4.1033 -3.7530
C 3.4879 4.6737 -4.7398
C 2.9983 4.7606 -6.0353
N 3.1977 4.0283 -2.3822
O 2.4849 3.5062 -1.5493
O 4.2931 4.4935 -2.1536
H 1.3457 4.3571 -7.3439
H -0.0421 3.3315 -5.5748
H 0.8146 3.1627 -3.2727
H 4.4758 5.0516 -4.5149
H 3.6054 5.2056 -6.8131
*
```



C23H34N4O2 | ωB97M-V with the def2-TZVPD basis set

Summary:
- Lowest unoccupied orbital energy: 0.430 eV
- Calculated total energy: -1266.304420 Ha
- SMILES: COc1ccc(-c2ncc(CN3CCN(CCC(C)C)[C@H](CCO)C3)cn2)cc1
- Energy above the lowest of the compared OMol25 structures with the same formula, charge and spin: 56.62 kcal per mole

Geometry as ORCA input:
```
! wB97M-V def2-TZVPD RIJCOSX def2/J DEFGRID3
* xyz 0 1
C -0.9012 6.9722 -4.6623
H -0.5391 7.5193 -5.5313
O 0.1866 6.1954 -4.2214
C 0.0215 5.3906 -3.1411
C -1.1541 5.2764 -2.4020
C -1.2054 4.4248 -1.3166
C -0.0956 3.6702 -0.9447
C 1.0807 3.7862 -1.6904
C 1.1382 4.6341 -2.7698
H 2.0385 4.7349 -3.3549
H 1.9410 3.2021 -1.4054
C -0.1640 2.7726 0.2008
N -1.3044 2.7167 0.8894
C -1.3826 1.8529 1.8825
C -0.3241 1.0293 2.2481
C 0.8417 1.2134 1.5062
N 0.9235 2.0510 0.4946
H 1.7363 0.6463 1.7331
C -0.4159 -0.0895 3.2428
N -0.0575 -1.3024 2.5320
C -1.0440 -1.7140 1.5549
H -1.9126 -2.2029 2.0344
C -0.3683 -2.6890 0.5780
N 0.1430 -3.8608 1.2776
C 0.9730 -3.4806 2.4062
C 0.3291 -2.4389 3.3367
H -0.5348 -2.8788 3.8695
H 1.0616 -2.1214 4.0827
H 1.9009 -3.0604 2.0111
H 1.2223 -4.3760 2.9758
C -0.8618 -4.8601 1.6014
H -1.6369 -4.8258 0.8342
C -0.2997 -6.2856 1.6640
H 0.4466 -6.3507 2.4581
H -1.1317 -6.9361 1.9478
C 0.3250 -6.8299 0.3703
C -0.5852 -6.6330 -0.8391
H -1.5905 -6.9944 -0.6314
H -0.6349 -5.5819 -1.1095
H -0.1952 -7.1833 -1.6924
C 1.6979 -6.2203 0.1024
H 1.6073 -5.1455 -0.0143
H 2.1271 -6.6436 -0.8032
H 2.3750 -6.4231 0.9291
H 0.4566 -7.9095 0.5204
H -1.3541 -4.6564 2.5671
C 0.7633 -1.9752 -0.1759
H 1.3288 -1.3692 0.5323
H 1.4355 -2.7195 -0.6038
C 0.2502 -1.0617 -1.2962
O 1.2453 -0.2007 -1.7894
H 1.4585 0.4555 -1.1115
H -0.0746 -1.6594 -2.1520
H -0.6123 -0.4771 -0.9446
H -1.1072 -3.0326 -0.1547
H -1.4105 -0.8389 1.0167
H 0.3124 0.0616 4.0457
H -1.4246 -0.1273 3.6914
H -2.3346 1.8139 2.4009
H -2.1121 4.3322 -0.7396
H -2.0320 5.8457 -2.6648
H -1.7486 6.3454 -4.9573
H -1.2239 7.6843 -3.8960
*
```